No. 1
10
Properties=species:S:1:pos:R:3 method="wB97M-V/def2-TZVPD" e_lumo_ev=-0.37 smiles="C=P#S#S#P=C" homo_lumo_gap_ev=8.3159 total_energy_ev=-42384.8710 multiplicity=1
C -2.63178 -0.42850 0.22902
P -1.81570 -1.81354 -0.14659
S 0.04857 -1.69577 1.08751
S -0.03381 0.19908 1.92153
P 1.61989 1.29019 1.14847
C 2.61243 0.16183 0.32197
H -2.27053 0.28882 0.80839
H -3.63528 -0.37606 -0.05701
H 2.46936 -0.82271 0.40463
H 3.24610 0.44542 -0.51226



No. 2
7
Properties=species:S:1:pos:R:3 method="wB97M-V/def2-TZVPD" e_lumo_ev=1.12 smiles=C1CS1 homo_lumo_gap_ev=9.9125 total_energy_ev=-12972.7514 multiplicity=1
C 0.22236 0.73770 0.03626
C 0.23106 -0.74930 -0.02333
S 1.89787 0.01384 0.00760
H 0.10255 1.09878 -1.03542
H -0.24893 1.16528 0.97409
H 0.17103 -1.26121 0.90916
H -0.08448 -1.15192 -0.88018



Results for ΔE to the lowest compared entry with this formula, charge and spin: 45.0 13.4 (in kcal/mol, following the order of the records).
Results for HOMO energy: -0.3191 -0.3230 (in hartree, following the order of the records).